Computed, not measured: a structure of composition C62H51AsGeMnN9O2, with ωB97M-V/def2-TZVPD.

```
! RIJCOSX wB97M-V def2-TZVPD def2/J DEFGRID3
* xyz 3 2
Mn 0.208 -0.359 -0.153
C 4.945 1.080 -2.755
N 3.898 0.411 -1.961
C 2.663 0.799 -1.688
N 2.030 -0.181 -1.034
C 2.983 -1.159 -0.931
N 4.114 -0.828 -1.482
C 4.775 0.781 -4.221
C 5.725 0.061 -4.934
C 5.511 -0.236 -6.276
C 4.335 0.144 -6.903
C 3.379 0.857 -6.184
C 3.619 1.197 -4.859
C 2.083 1.209 -6.764
N 1.605 1.037 -7.942
N 0.281 1.484 -7.903
C 0.074 1.895 -6.706
O 1.169 1.754 -5.911
C -1.131 2.417 -6.062
C -2.373 2.355 -6.689
C -3.497 2.802 -6.014
C -3.391 3.291 -4.717
C -2.149 3.372 -4.097
C -2.030 3.971 -2.725
N -1.318 3.100 -1.763
C -0.834 1.877 -1.884
N -0.396 1.461 -0.683
C -0.673 2.520 0.143
N -1.220 3.519 -0.485
C -1.020 2.952 -4.784
H 5.886 0.691 -2.374
H 4.887 2.144 -2.524
H 2.255 1.761 -1.952
H 2.830 -2.099 -0.434
H 6.635 -0.270 -4.448
H 6.260 -0.785 -6.829
H 4.148 -0.110 -7.937
H 2.880 1.782 -4.327
H -2.444 1.955 -7.692
H -4.464 2.764 -6.496
H -4.280 3.628 -4.197
H -3.014 4.132 -2.287
H -1.498 4.922 -2.714
H -0.833 1.315 -2.804
H -0.465 2.537 1.198
H -0.037 3.057 -4.341
C -5.455 2.339 1.189
C -5.250 1.289 2.070
C -4.265 0.345 1.815
C -3.477 0.461 0.671
C -3.700 1.505 -0.225
C -4.683 2.442 0.039
As -2.186 -0.891 0.219
C -2.373 -2.304 1.503
C -2.825 -3.560 1.111
C -2.983 -4.562 2.060
C -2.702 -4.307 3.397
C -2.249 -3.053 3.786
C -2.076 -2.052 2.841
C -2.753 -1.537 -1.499
C -4.068 -1.965 -1.663
C -4.516 -2.339 -2.921
C -3.666 -2.264 -4.017
C -2.360 -1.821 -3.861
C -1.904 -1.461 -2.601
H -6.227 3.070 1.389
H -5.864 1.197 2.956
H -4.132 -0.472 2.508
H -3.142 1.566 -1.159
H -4.864 3.249 -0.659
H -3.066 -3.764 0.073
H -3.349 -5.534 1.758
H -2.852 -5.080 4.138
H -2.049 -2.844 4.829
H -1.731 -1.074 3.163
H -4.752 -1.994 -0.822
H -5.535 -2.679 -3.047
H -4.023 -2.553 -4.996
H -1.699 -1.765 -4.715
H -0.866 -1.154 -2.498
O 0.319 -2.197 -0.440
N 0.410 -3.310 0.317
C 0.586 -3.258 1.641
C 0.659 -4.426 2.369
C 0.553 -5.643 1.714
C 0.370 -5.662 0.339
C 0.295 -4.473 -0.350
H 0.656 -2.270 2.062
H 0.801 -4.367 3.439
H 0.615 -6.569 2.270
H 0.285 -6.589 -0.209
H 0.150 -4.373 -1.416
C 0.668 -0.053 1.346
Ge 1.981 0.684 2.828
C 1.744 2.564 2.468
C 2.231 3.129 1.286
C 2.051 4.475 1.020
C 1.375 5.276 1.933
C 0.878 4.727 3.106
C 1.058 3.376 3.373
C 1.348 0.066 4.542
C 0.664 -1.131 4.742
C 0.384 -1.582 6.021
C 0.785 -0.838 7.122
C 1.469 0.354 6.940
C 1.752 0.803 5.658
C 3.619 -0.134 2.209
C 3.786 -1.509 2.393
C 4.965 -2.135 2.026
C 6.002 -1.388 1.483
C 5.861 -0.018 1.324
C 4.675 0.608 1.681
H 2.759 2.512 0.563
H 2.440 4.909 0.108
H 1.239 6.330 1.732
H 0.355 5.351 3.819
H 0.652 2.962 4.289
H 0.332 -1.724 3.897
H -0.142 -2.518 6.169
H 0.567 -1.188 8.122
H 1.788 0.934 7.795
H 2.303 1.731 5.541
H 3.007 -2.095 2.874
H 5.091 -3.198 2.187
H 6.931 -1.872 1.210
H 6.686 0.570 0.943
H 4.601 1.684 1.583
*
```

The expectation value of S² is 1.13. The total energy is -231275.412 eV. For the HOMO energy (spin up / spin down), the calculation gives -14.496 / -14.496 eV. The calculation puts the HOMO-LUMO gap (spin up / spin down) at 0.2109 / 0.2258 Eh.

Computed, not measured: a cluster of 9 separate species, C62H65BBr2Cl2N11O23P2 in total in a non-equilibrium geometry, with ωB97M-V/def2-TZVPD.

```
! RIJCOSX wB97M-V def2-TZVPD def2/J DEFGRID3
* xyz 1 1
C 5.187 2.057 2.101
O 5.419 1.225 0.962
C 6.679 0.585 0.997
C 6.598 -0.763 1.831
C 5.142 -1.250 1.739
C 4.979 -2.720 2.233
N 3.678 -3.284 1.860
C 2.773 -3.711 2.662
C 2.808 -3.427 4.143
C 2.872 -1.897 4.429
O 2.060 -1.159 4.119
Br 4.412 -1.205 5.409
C 1.732 -4.605 1.899
O 2.439 -5.853 1.774
N 1.575 -6.972 1.544
O 2.099 -7.913 1.949
P 0.254 -5.036 2.979
O 0.671 -5.799 4.179
C 1.591 -3.703 0.637
B 1.087 -4.328 -0.774
N 0.527 -5.669 -0.917
O 1.131 -3.533 -1.941
C 0.556 -2.582 1.002
Cl -1.046 -3.197 0.406
C 0.788 -1.221 0.283
C -0.495 -0.345 0.491
Cl 2.156 -0.281 0.978
C 3.095 -3.357 0.489
P 4.008 -4.579 -0.651
O 4.989 -3.657 -1.632
Br 5.414 -5.846 0.538
H 6.097 2.133 2.718
H 4.327 1.673 2.680
H 4.915 3.088 1.786
H 7.490 1.230 1.364
H 6.890 0.267 -0.040
H 6.851 -0.494 2.868
H 7.333 -1.443 1.379
H 4.474 -0.651 2.367
H 4.843 -1.222 0.679
H 5.804 -3.295 1.781
H 5.156 -2.737 3.316
H 3.655 -3.882 4.679
H 1.896 -3.759 4.668
H -0.768 -5.691 2.245
H -0.327 -3.821 3.447
H 1.263 -6.330 -1.162
H -0.199 -5.673 -1.630
H 2.042 -3.373 -2.224
H 0.524 -2.364 2.081
H 0.919 -1.362 -0.796
H -0.200 0.705 0.646
H -1.028 -0.629 1.412
H -1.156 -0.358 -0.385
H 3.198 -2.424 -0.104
H 5.907 -3.921 -1.434
C -3.515 4.886 0.624
C -3.934 3.919 1.529
C -4.111 2.609 1.115
C -3.861 2.279 -0.208
C -3.450 3.235 -1.123
C -3.277 4.545 -0.702
N -4.024 0.887 -0.646
O -4.402 0.074 0.178
O -3.763 0.623 -1.806
H -3.372 5.907 0.951
H -4.120 4.189 2.561
H -4.438 1.861 1.824
H -3.261 2.975 -2.155
H -2.954 5.300 -1.405
C -2.566 -2.422 -5.004
C -1.314 -2.712 -4.476
C -0.839 -4.012 -4.498
C -1.624 -5.010 -5.053
C -2.877 -4.738 -5.577
C -3.347 -3.433 -5.550
N -1.105 -6.384 -5.094
O -0.005 -6.589 -4.601
O -1.795 -7.236 -5.613
H -2.935 -1.404 -4.991
H -0.709 -1.923 -4.049
H 0.135 -4.231 -4.085
H -3.489 -5.521 -6.006
H -4.320 -3.202 -5.956
C 6.174 -3.706 -6.786
C 6.031 -3.498 -5.420
C 7.037 -3.892 -4.553
C 8.177 -4.487 -5.062
C 8.329 -4.706 -6.420
C 7.319 -4.313 -7.285
N 9.249 -4.880 -4.137
O 9.066 -4.687 -2.945
O 10.253 -5.370 -4.610
H 5.390 -3.393 -7.464
H 5.137 -3.027 -5.033
H 6.922 -3.729 -3.493
H 9.220 -5.176 -6.813
H 7.426 -4.476 -8.349
C -9.459 -3.808 -8.872
C -9.508 -3.505 -7.517
C -8.457 -3.861 -6.687
C -7.363 -4.516 -7.228
C -7.304 -4.830 -8.576
C -8.360 -4.474 -9.399
N -6.237 -4.873 -6.357
O -6.325 -4.601 -5.175
O -5.273 -5.420 -6.870
H -10.279 -3.524 -9.519
H -10.367 -2.988 -7.109
H -8.502 -3.623 -5.634
H -6.450 -5.346 -8.993
H -8.325 -4.711 -10.454
C 8.198 7.701 -0.466
C 7.507 6.795 -1.259
C 6.420 6.109 -0.743
C 6.033 6.343 0.567
C 6.718 7.239 1.371
C 7.807 7.920 0.849
N 4.867 5.636 1.110
O 4.296 4.840 0.384
O 4.533 5.886 2.253
H 9.045 8.240 -0.874
H 7.815 6.625 -2.283
H 5.885 5.404 -1.365
H 6.416 7.416 2.394
H 8.349 8.625 1.465
C -9.627 6.547 1.515
C -8.499 6.358 2.303
C -7.268 6.831 1.877
C -7.182 7.494 0.663
C -8.298 7.683 -0.135
C -9.526 7.205 0.296
N -5.884 8.018 0.219
O -4.917 7.819 0.935
O -5.847 8.622 -0.835
H -10.588 6.181 1.854
H -8.581 5.845 3.252
H -6.394 6.682 2.494
H -8.226 8.197 -1.084
H -10.406 7.348 -0.317
C 7.207 -6.302 8.557
C 6.491 -6.209 7.370
C 6.708 -5.143 6.512
C 7.646 -4.181 6.851
C 8.361 -4.259 8.035
C 8.137 -5.327 8.891
N 7.897 -3.063 5.934
O 7.237 -3.009 4.906
O 8.746 -2.255 6.244
H 7.039 -7.139 9.223
H 5.766 -6.971 7.113
H 6.149 -5.077 5.589
H 9.088 -3.505 8.299
H 8.690 -5.400 9.817
C -12.502 12.205 4.146
C -11.282 11.875 4.722
C -10.870 10.553 4.764
C -11.687 9.573 4.223
C -12.909 9.888 3.653
C -13.316 11.212 3.616
N -11.242 8.174 4.244
O -10.172 7.927 4.769
O -11.967 7.340 3.731
H -12.820 13.240 4.110
H -10.651 12.650 5.136
H -9.920 10.302 5.214
H -13.545 9.120 3.236
H -14.268 11.472 3.171
*
```

The total energy is -313186.356 eV. For the HOMO energy, the calculation gives -11.065 eV. The calculation puts the HOMO-LUMO gap at 0.2603 Eh.

Computed, not measured: a structure of composition C62H66FInN4O4S2Sb2Si in a non-equilibrium geometry, with ωB97M-V/def2-TZVPD.

```
! RIJCOSX wB97M-V def2-TZVPD def2/J DEFGRID3
* xyz 0 1
In -0.642 -0.951 0.312
C 1.188 -0.417 1.580
Si 0.957 -1.204 3.271
C -0.076 -2.803 2.927
N -1.235 -2.579 2.071
C -2.371 -2.005 2.786
C -3.064 -2.987 3.734
C -3.507 -4.225 2.961
C -2.314 -4.830 2.225
C -1.662 -3.769 1.342
C 2.565 -1.825 4.083
C 2.992 -1.403 5.339
C 4.153 -1.903 5.903
C 4.910 -2.839 5.219
C 4.509 -3.255 3.961
C 3.350 -2.751 3.402
C 0.181 0.046 4.479
C 0.600 1.371 4.411
C 0.109 2.334 5.271
C -0.832 1.987 6.225
C -1.260 0.674 6.315
C -0.752 -0.285 5.455
H 1.977 -0.894 1.010
H 1.337 0.654 1.592
H -0.345 -3.330 3.847
H 0.611 -3.451 2.380
H -3.093 -1.667 2.033
H -2.016 -1.124 3.325
H -3.930 -2.495 4.183
H -2.392 -3.282 4.544
H -4.275 -3.941 2.236
H -3.936 -4.962 3.641
H -2.631 -5.668 1.601
H -1.588 -5.215 2.945
H -2.382 -3.439 0.582
H -0.794 -4.180 0.818
H 2.408 -0.671 5.879
H 4.463 -1.571 6.883
H 5.811 -3.236 5.663
H 5.096 -3.981 3.421
H 3.053 -3.075 2.415
H 1.319 1.656 3.659
H 0.460 3.354 5.195
H -1.222 2.736 6.901
H -1.993 0.392 7.056
H -1.094 -1.306 5.546
C -3.591 -2.477 -3.495
C -2.366 -3.162 -3.009
N -1.465 -2.686 -2.176
C -0.462 -3.609 -2.114
C -0.778 -4.684 -2.928
N -1.992 -4.371 -3.474
C -0.178 -6.000 -3.255
O 1.005 -6.258 -2.757
O -0.805 -6.771 -3.949
C 0.816 -3.316 -1.413
O 1.767 -4.098 -1.571
O 0.891 -2.256 -0.733
H -3.427 -1.403 -3.525
H -4.445 -2.668 -2.846
H -3.830 -2.832 -4.494
H -2.476 -4.990 -4.107
H 1.405 -5.458 -2.264
C -0.124 0.485 -2.862
C 0.984 0.519 -3.887
C 1.781 -0.780 -3.863
Sb 3.390 -1.038 -2.368
C 3.650 1.029 -1.680
C 3.819 2.083 -2.564
C 4.100 3.359 -2.103
C 4.221 3.598 -0.745
C 4.067 2.549 0.144
C 3.788 1.275 -0.321
C 5.013 -0.658 -3.802
C 6.286 -1.064 -3.431
C 7.386 -0.800 -4.231
C 7.227 -0.118 -5.425
C 5.961 0.282 -5.813
C 4.865 0.010 -5.008
Sb -1.436 2.236 -2.678
C -1.254 3.417 -4.488
C -0.096 3.632 -5.214
C -0.105 4.502 -6.291
C -1.272 5.155 -6.652
C -2.435 4.943 -5.931
C -2.419 4.078 -4.853
C -0.053 3.389 -1.507
C 0.290 4.698 -1.802
C 1.070 5.429 -0.920
C 1.487 4.863 0.272
C 1.149 3.554 0.567
C 0.385 2.825 -0.322
H 0.314 0.339 -1.869
H -0.783 -0.363 -3.056
H 1.634 1.372 -3.681
H 0.544 0.657 -4.883
H 2.249 -0.956 -4.830
H 1.112 -1.622 -3.683
H 3.767 1.906 -3.631
H 4.234 4.168 -2.810
H 4.444 4.593 -0.384
H 4.172 2.732 1.205
H 3.703 0.460 0.387
H 6.418 -1.601 -2.500
H 8.370 -1.126 -3.924
H 8.079 0.096 -6.055
H 5.823 0.811 -6.747
H 3.885 0.326 -5.343
H 0.814 3.120 -4.934
H 0.806 4.679 -6.845
H -1.274 5.824 -7.499
H -3.348 5.455 -6.204
H -3.322 3.908 -4.277
H -0.052 5.144 -2.728
H 1.344 6.448 -1.155
H 2.087 5.441 0.959
H 1.482 3.101 1.490
H 0.111 1.800 -0.096
F -7.830 -1.450 1.431
C -6.585 -1.178 0.973
C -5.865 -2.159 0.314
C -4.597 -1.860 -0.142
C -4.027 -0.593 0.037
C -2.733 -0.244 -0.543
C -4.792 0.371 0.705
C -6.056 0.082 1.183
H -6.307 -3.129 0.154
H -4.027 -2.617 -0.660
H -2.571 0.829 -0.494
H -2.621 -0.620 -1.552
H -4.392 1.367 0.832
H -6.646 0.827 1.697
S -1.765 1.456 2.062
C -2.274 2.692 2.996
N -3.144 2.558 4.007
C -3.640 3.753 4.643
C -2.591 4.825 4.392
S -1.769 4.361 2.819
H -3.594 1.667 4.137
H -3.773 3.575 5.711
H -4.605 4.048 4.211
H -1.821 4.829 5.160
H -3.026 5.813 4.286
*
```

The total energy is -130031.807 eV. For the HOMO energy, the calculation gives -7.869 eV. The calculation puts the HOMO-LUMO gap at 0.2905 Eh.